12
Properties=species:S:1:pos:R:3:mulliken_charge:R:1 method="wB97M-V/def2-TZVPD" lumo_energy_ev=-0.1271 gap_ev=8.49 homo_energy_ev=-8.6 e_above_lowest_kcal_mol=82.0
C 0.0031 0.9844 -0.4754 0.057
C 0.2060 2.1887 -0.8036 -0.347
C -0.6608 0.0250 0.4067 -0.592
C 0.3270 -1.1900 0.3656 0.131
O -0.3751 -2.4093 0.3210 -0.523
S 1.1181 -0.8593 -1.2361 -0.266
H 0.9259 2.4159 -1.6498 0.213
H -0.3936 3.1451 -0.3862 0.224
H -0.5680 0.5214 1.4526 0.199
H -1.7265 -0.3546 0.1601 0.240
H 1.0106 -1.3515 1.2044 0.351
H 0.1334 -3.1157 0.6408 0.315